H3O5 | ωB97M-V with the def2-TZVPD basis set

## Properties
expectation value of S² = 2.017
largest force on an atom = 7.9 eV/Å
HOMO-LUMO gap (spin up / spin down) = 9.62 / 9.15 eV
charge = +1
total energy = -10262.4040 eV
HOMO energy (spin up / spin down) = -15.0 / -18.0 eV
energy above the lowest of the compared OMol25 structures with the same formula, charge and spin = 74.8 kcal/mol
2S+1 = 3

Last column: Mulliken spin population.
Positions of all 8 atoms, in Å:
O: -1.539 1.006 0.637  1.267
O: 1.118 -1.218 -0.261  0.048
O: 1.476 0.806 0.310  0.014
O: -0.687 0.168 -0.369  0.709
O: 0.500 -0.135 0.348  -0.011
H: -2.098 1.683 0.018  -0.024
H: 1.756 -0.678 -0.865  -0.002
H: 1.281 1.622 0.823  0.000